Record 1
The following is a quantum chemistry calculation of a single C4H8N2 molecule, from the Open Molecules 2025 dataset.

- E (hartree) = -266.6383
- orbital gap (eV) = 9.8
- SMILES string = [H]/N=C\C(C)=C\N
- molar mass (g mol⁻¹) = 84.122

Last column: natural (NBO) charge in e.
Positions of all 14 atoms, in Å:
N1 -1.6131 -1.4355 -0.2311  -0.868
H1 1.8793 1.5334 0.6761  0.156
N2 2.7319 -0.1414 -0.0881  -0.615
C1 -0.1328 -1.0302 0.1773  -0.028
H2 2.4979 -1.0698 -0.4452  0.327
C2 1.7050 0.5274 0.2601  0.135
C3 -0.7607 1.4527 -0.1487  -0.660
H3 -0.8192 1.9501 0.8237  0.230
C4 0.0708 0.2300 -0.0514  -0.068
H4 -2.2791 -1.0424 0.4316  0.360
H5 -0.3223 2.1574 -0.8618  0.230
H6 0.5019 -1.9027 0.1769  0.206
H7 -1.7695 1.2229 -0.4988  0.237
H8 -1.6902 -2.4518 -0.2206  0.358



Record 2
The following is a quantum chemistry calculation of 2 unconnected molecules or ions with the total composition C4H8N2, from the Open Molecules 2025 dataset.

- E (hartree) = -266.6534
- orbital gap (eV) = 10.3
- SMILES string = C/C=C(/N)C#N.[H][H]
- molar mass (g mol⁻¹) = 84.122

Last column: natural (NBO) charge in e.
Positions of all 14 atoms, in Å:
C1 0.6412 0.3519 0.1323  -0.076
H1 0.9153 1.4048 0.1833  0.223
C2 -0.2390 0.0255 -0.8204  -0.024
H2 -1.6863 0.9006 -1.9631  0.374
H3 -1.1448 0.9175 1.2743  0.005
H4 0.5880 -1.4467 1.3311  0.235
C3 1.2262 -0.5761 1.1475  -0.668
N1 -0.6987 1.0022 -1.7527  -0.819
H5 -0.1845 0.9387 -2.6247  0.375
N2 -1.2411 -2.3814 -0.8812  -0.316
H6 -0.9904 1.1765 1.9527  -0.008
H7 1.3981 -0.0606 2.0983  0.227
H8 2.1965 -0.9355 0.7890  0.236
C4 -0.7804 -1.3174 -0.8664  0.236